Record 1
17
Properties=species:S:1:pos:R:3:forces:R:3 method="wB97M-V/def2-TZVPD" fmax_ev_per_a=8.22 relative_energy_kcal_mol=72.1 homo_energy_ev="-6.203 / -8.740" gap_ev="7.09 / 7.73" spin_multiplicity=3
C -3.588979 -0.133795 0.454938 0.311 -6.630 4.845
C -2.211541 -0.881755 0.707236 -5.570 0.639 0.690
C -2.940092 0.767600 -0.280399 3.748 2.770 -2.976
C -1.621532 -0.050770 -0.170292 1.229 5.863 -4.693
C 2.945557 0.491529 0.468120 -3.216 2.826 -4.915
C 2.150387 -0.729949 -0.077353 3.791 1.520 0.134
O 1.395297 -0.278649 -1.142344 -1.825 -0.339 -1.337
P 0.046658 0.743660 -0.971875 -0.563 -1.017 0.065
H -4.574374 -0.484065 0.901545 1.241 1.152 -1.071
H -1.841962 -1.665641 1.247035 0.533 -1.961 1.442
H -3.299726 1.734136 -0.726969 0.771 -1.166 0.352
H 3.624651 0.887256 -0.431882 -1.534 -0.651 2.049
H 2.168903 1.344686 0.785753 1.729 -1.695 -0.901
H 3.508546 0.333213 1.261004 2.765 -1.085 3.697
H 1.564986 -1.129173 0.651933 -1.912 -1.160 2.270
H 2.935749 -1.542567 -0.278908 -1.362 1.015 -0.754
H -0.262531 0.594282 -2.397536 -0.137 -0.084 1.103

Record 2
16
Properties=species:S:1:pos:R:3:forces:R:3 method="wB97M-V/def2-TZVPD" fmax_ev_per_a=4.65 relative_energy_kcal_mol=75.0 homo_energy_ev="-7.266 / -7.170" gap_ev="6.22 / 5.99"
C 0.537810 0.351770 0.292666 2.620 -2.835 -0.489
C -0.655823 -0.336046 -0.150987 -2.067 3.451 -1.045
C 1.729743 -0.355162 0.540512 -1.154 2.235 0.472
C -1.718739 0.398451 -0.654840 2.861 -2.044 3.042
C 2.973090 0.374942 1.043122 0.880 -0.534 0.500
C -2.987460 -0.229185 -0.954229 -2.098 -0.993 -0.468
P 1.970920 -2.016932 0.300115 -0.071 -1.826 -0.255
H 0.693109 1.407162 0.218038 -0.713 0.710 0.228
H -0.831293 -1.378042 -0.105153 0.486 -1.014 0.361
H -1.588112 1.457818 -0.665265 -0.278 0.666 -0.304
H 3.383401 -0.129812 2.021526 -0.973 1.346 -1.627
H 2.720892 1.448270 1.121254 0.434 -0.425 0.481
H 3.818921 0.274235 0.316941 -0.689 0.105 0.462
H -3.008011 -0.094015 -2.013518 -1.181 0.229 -1.120
H -3.917441 0.157634 -0.458536 0.997 0.302 -0.584
H -3.121008 -1.331088 -0.851645 0.947 0.627 0.347